DFT (the ωB97M-V functional and the def2-TZVPD basis) results for the molecule C22H29N3O4.

Last columns: bonded neighbours and bond lengths (Å).
CARTESIAN COORDINATES (ANGSTROEM)
1 C -4.46919 -4.23800 0.98615  C2 1.522, H30 1.087, H31 1.086, H32 1.087
2 C -4.26299 -2.73158 0.92147  C1 1.522, O3 1.418, H33 1.096, H34 1.094
3 O -3.12027 -2.50647 0.11206  C2 1.418, C4 1.354
4 C -2.53809 -1.28949 -0.00894  O3 1.354, C5 1.398, C26 1.401
5 C -1.35974 -1.31021 -0.76104  C4 1.398, C6 1.378, H35 1.078
6 C -0.62825 -0.16116 -0.96712  C5 1.378, C7 1.497, C21 1.390
7 C 0.58152 -0.18964 -1.84857  C6 1.497, O8 1.217, N9 1.356
8 O 0.49522 -0.37872 -3.04814  C7 1.217
9 N 1.76760 0.05723 -1.23932  C7 1.356, C10 1.448, C20 1.445
10 C 2.98933 0.01195 -2.01459  N9 1.448, C11 1.535, H36 1.096, H37 1.091
11 C 3.82830 -1.20219 -1.59163  C10 1.535, N12 1.445, H38 1.095, H39 1.088
12 N 4.08688 -1.14991 -0.17070  C11 1.445, C13 1.371, C19 1.448
13 C 5.18423 -0.52480 0.36304  N12 1.371, C14 1.406, N18 1.337
14 C 6.39805 -0.38389 -0.33320  C13 1.406, C15 1.377, H40 1.078
15 C 7.46972 0.19273 0.31149  C14 1.377, C16 1.390, H41 1.081
16 C 7.33507 0.61929 1.62807  C15 1.390, C17 1.382, H42 1.078
17 C 6.10699 0.43105 2.23217  C16 1.382, N18 1.320, H43 1.083
18 N 5.06584 -0.11322 1.62944  C13 1.337, C17 1.320
19 C 2.85195 -1.14081 0.58461  N12 1.448, C20 1.536, H44 1.094, H45 1.089
20 C 1.98937 0.06692 0.18856  N9 1.445, C19 1.536, H46 1.096, H47 1.089
21 C -1.05560 1.04270 -0.41853  C6 1.390, C22 1.386, H48 1.078
22 C -2.22383 1.09118 0.32649  C21 1.386, O23 1.366, C26 1.412
23 O -2.69308 2.21851 0.93813  C22 1.366, C24 1.413
24 C -2.12925 3.47734 0.63137  O23 1.413, C25 1.526, H49 1.094, H50 1.097
25 C -2.52078 3.97605 -0.75658  C24 1.526, H51 1.087, H52 1.086, H53 1.087
26 C -2.99464 -0.07533 0.52062  C4 1.401, C22 1.412, O27 1.380
27 O -4.16176 -0.04846 1.25740  C26 1.380, C28 1.422
28 C -5.17611 0.86388 0.85755  O27 1.422, C29 1.524, H54 1.094, H55 1.095
29 C -5.53502 0.75482 -0.61987  C28 1.524, H56 1.087, H57 1.088, H58 1.088
30 H -4.60663 -4.63740 -0.01505  C1 1.087
31 H -5.34684 -4.46412 1.58486  C1 1.086
32 H -3.60046 -4.71490 1.43160  C1 1.087
33 H -5.14354 -2.25152 0.47939  C2 1.096
34 H -4.10661 -2.31979 1.92340  C2 1.094
35 H -1.04929 -2.25046 -1.18664  C5 1.078
36 H 3.55964 0.93113 -1.83662  C10 1.096
37 H 2.71204 -0.05326 -3.06801  C10 1.091
38 H 3.26375 -2.11711 -1.79977  C11 1.095
39 H 4.75436 -1.23368 -2.16093  C11 1.088
40 H 6.50829 -0.72721 -1.34883  C14 1.078
41 H 8.41051 0.30990 -0.20760  C15 1.081
42 H 8.15479 1.07642 2.15793  C16 1.078
43 H 5.93062 0.73628 3.25626  C17 1.083
44 H 2.30905 -2.06517 0.36449  C19 1.094
45 H 3.09766 -1.09414 1.64424  C19 1.089
46 H 2.52429 0.98462 0.45997  C20 1.096
47 H 1.03550 0.03650 0.71342  C20 1.089
48 H -0.46307 1.92745 -0.58459  C21 1.078
49 H -2.53949 4.14325 1.39606  C24 1.094
50 H -1.03904 3.45547 0.74777  C24 1.097
51 H -2.15334 3.30431 -1.52873  C25 1.087
52 H -2.10256 4.96514 -0.92156  C25 1.086
53 H -3.60371 4.03320 -0.83742  C25 1.087
54 H -6.03062 0.58591 1.48095  C28 1.094
55 H -4.88232 1.89050 1.09843  C28 1.095
56 H -6.36252 1.42279 -0.84337  C29 1.087
57 H -4.68376 1.02883 -1.23997  C29 1.088
58 H -5.82817 -0.26274 -0.87005  C29 1.088

Values from the calculation:
- SMILES string = CCOc1cc(C(=O)N2CCN(c3ccccn3)CC2)cc(OCC)c1OCC
- 2S+1 = 1
- HOMO-LUMO gap (eV) = 8.6
- charge = 0
- E_HOMO (eV) = -7.8

---

DFT (the ωB97M-V functional and the def2-TZVPD basis) results for a cluster of 2 separate species, C3H3Cl2NO2S in total in a non-equilibrium geometry.

Last columns: bonded neighbours and bond lengths (Å).
CARTESIAN COORDINATES (ANGSTROEM)
1 C -0.13058 -2.36252 -0.10894  N4 1.132
2 C 1.42730 0.40791 0.21957  S7 1.813, H10 1.169, H11 1.082, H12 1.071
3 C -1.39303 0.07742 0.25807  S7 1.800, Cl8 1.710, Cl9 1.758
4 N 0.45020 -3.30941 -0.32767  C1 1.132
5 O -0.51346 2.30973 -0.03517  S7 1.427
6 O -0.17584 0.72346 -1.93589  S7 1.438
7 S -0.09501 1.04010 -0.53520  C2 1.813, C3 1.800, O5 1.427, O6 1.438
8 Cl -1.34614 0.17247 1.96521  C3 1.710
9 Cl -3.02766 0.10955 -0.38933  C3 1.758
10 H 1.91284 -0.07034 -0.73006  C2 1.169
11 H 1.90696 1.22052 0.74978  C2 1.082
12 H 0.98443 -0.31889 0.86962  C2 1.071

Values from the calculation:
- 2S+1 = 1
- HOMO-LUMO gap (spin up / spin down) (eV) = 7.0 / 6.9
- charge = 0
- E_HOMO (spin up / spin down) (eV) = -10.4 / -10.3

---

DFT (the ωB97M-V functional and the def2-TZVPD basis) results for the molecule C22H25N3O3 in a non-equilibrium geometry.

Last columns: bonded neighbours and bond lengths (Å).
CARTESIAN COORDINATES (ANGSTROEM)
1 C 0.16366 4.07768 -1.79036  O2 1.407, H29 1.089, H30 1.095, H31 1.097
2 O -0.59755 3.51052 -0.75224  C1 1.407, C3 1.409
3 C -0.64955 2.10238 -0.76714  O2 1.409, C4 1.530, H32 1.100, H33 1.093
4 C 0.63752 1.42414 -0.29351  C3 1.530, C5 1.530, H34 1.092, H35 1.090
5 C 0.94190 1.78782 1.16098  C4 1.530, N6 1.447, H36 1.093, H37 1.092
6 N 2.23451 1.29674 1.58697  C5 1.447, C7 1.349, H38 1.007
7 C 2.37924 0.10880 2.20990  N6 1.349, O8 1.213, C9 1.530
8 O 1.44335 -0.56609 2.58390  C7 1.213
9 C 3.82589 -0.31686 2.46587  C7 1.530, C10 1.537, H39 1.091, H40 1.092
10 C 4.73478 -0.18819 1.23321  C9 1.537, C11 1.482, H41 1.090, H42 1.093
11 C 3.98738 -0.55076 0.00534  C10 1.482, N12 1.291, O28 1.349
12 N 3.80752 0.18302 -1.04213  C11 1.291, N13 1.352
13 N 3.00917 -0.51332 -1.88250  N12 1.352, C14 1.291
14 C 2.73740 -1.63469 -1.30265  N13 1.291, C15 1.481, O28 1.353
15 C 1.79948 -2.68741 -1.75701  C14 1.481, C16 1.513, H43 1.089, H44 1.091
16 C 0.42334 -2.28015 -1.27704  C15 1.513, C17 1.388, C27 1.390
17 C -0.53928 -1.83313 -2.17088  C16 1.388, C18 1.382, H45 1.080
18 C -1.77249 -1.40586 -1.71598  C17 1.382, C19 1.393, H46 1.080
19 C -2.07006 -1.40326 -0.35507  C18 1.393, C20 1.470, C26 1.393
20 C -3.37907 -0.94042 0.12844  C19 1.470, C21 1.393, C25 1.393
21 C -3.99738 0.17158 -0.43915  C20 1.393, C22 1.382, H47 1.080
22 C -5.22679 0.60505 0.02103  C21 1.382, C23 1.385, H48 1.080
23 C -5.86335 -0.06910 1.04954  C22 1.385, C24 1.385, H49 1.080
24 C -5.26044 -1.17876 1.61778  C23 1.385, C25 1.382, H50 1.080
25 C -4.02767 -1.60935 1.16420  C20 1.393, C24 1.382, H51 1.080
26 C -1.09815 -1.85047 0.53758  C19 1.393, C27 1.381, H52 1.079
27 C 0.13136 -2.28399 0.08181  C16 1.390, C26 1.381, H53 1.080
28 O 3.33846 -1.72967 -0.09470  C11 1.349, C14 1.353
29 H 0.02676 5.15494 -1.71536  C1 1.089
30 H 1.22968 3.84417 -1.69931  C1 1.095
31 H -0.18805 3.73305 -2.77048  C1 1.097
32 H -0.89463 1.74349 -1.77785  C3 1.100
33 H -1.46715 1.84008 -0.09019  C3 1.093
34 H 1.47398 1.71620 -0.93214  C4 1.092
35 H 0.50930 0.34557 -0.38389  C4 1.090
36 H 0.91961 2.87377 1.28099  C5 1.093
37 H 0.19411 1.33766 1.81723  C5 1.092
38 H 3.04047 1.75102 1.18810  N6 1.007
39 H 3.78550 -1.35645 2.79444  C9 1.091
40 H 4.22731 0.28142 3.28583  C9 1.092
41 H 5.10823 0.82786 1.10168  C10 1.090
42 H 5.59518 -0.85191 1.34812  C10 1.093
43 H 1.82485 -2.74637 -2.84407  C15 1.089
44 H 2.09393 -3.64269 -1.31953  C15 1.091
45 H -0.32172 -1.81993 -3.22881  C17 1.080
46 H -2.51960 -1.08316 -2.42608  C18 1.080
47 H -3.50131 0.71172 -1.23215  C21 1.080
48 H -5.68958 1.47407 -0.42369  C22 1.080
49 H -6.82506 0.26871 1.40653  C23 1.080
50 H -5.75416 -1.71157 2.41755  C24 1.080
51 H -3.56940 -2.48436 1.60127  C25 1.080
52 H -1.28633 -1.82792 1.59960  C26 1.079
53 H 0.87487 -2.60560 0.79603  C27 1.080

Values from the calculation:
- SMILES string = COCCCNC(=O)CCc1nnc(Cc2ccc(-c3ccccc3)cc2)o1
- 2S+1 = 1
- HOMO-LUMO gap (eV) = 9.2
- charge = 0
- E_HOMO (eV) = -8.5

---

DFT (the ωB97M-V functional and the def2-TZVPD basis) results for the molecule C2H3N2OP in a non-equilibrium geometry.

Last columns: bonded neighbours and bond lengths (Å).
CARTESIAN COORDINATES (ANGSTROEM)
1 C -1.08597 0.14892 -0.00826  C2 1.354, N3 1.348, H7 1.065
2 C -0.86035 1.48237 0.05543  C1 1.354, H8 0.996
3 N -0.16761 -0.81947 -0.20000  C1 1.348, N4 1.289
4 N 1.01454 -0.33162 -0.03590  N3 1.289, O5 1.391, P6 1.629
5 O 1.87169 -1.42217 0.06927  N4 1.391, H9 0.986
6 P 1.65149 1.16731 -0.02247  N4 1.629
7 H -2.05295 -0.29123 -0.07533  C1 1.065
8 H -1.56331 2.18444 -0.01118  C2 0.996
9 H 1.19245 -2.11855 0.22844  O5 0.986

Values from the calculation:
- 2S+1 = 1
- HOMO-LUMO gap (spin up / spin down) (eV) = 7.8 / 7.8
- charge = 0
- E_HOMO (spin up / spin down) (eV) = -8.4 / -8.4

---

no.,DFT total energy (hartree)
1,-1320.93339
2,-1639.70337
3,-1243.33332
4,-603.90591